The following is a quantum chemistry calculation of a 8-piece molecular cluster, C52H56N2O2 overall, from the OMol25 dataset.

HOMO = -9.04 eV
Electronic energy = -2275.022944 a.u.
Structure (SMILES) = CC(=O)OCCCC[C@H](C#N)CC#N.c1ccccc1.c1ccccc1.c1ccccc1.c1ccccc1.c1ccccc1.c1ccccc1.c1ccccc1

Last column: Mulliken charge in e.
Cartesian coordinates (Å):
C -0.1884 0.1924 -3.5441  -0.961
C 0.0411 -1.3025 -3.7285  0.711
O 0.3422 -1.7959 -4.7783  -0.549
O -0.1587 -2.0372 -2.5997  -0.402
C 0.8574 -3.0481 -2.4223  -0.848
C 2.2694 -2.4547 -2.2229  -0.322
C 2.9470 -2.9174 -0.9030  -0.814
C 2.7596 -1.9222 0.2547  -1.238
C 1.3609 -1.9890 0.9106  0.809
C 1.2596 -0.8223 1.8563  -0.346
N 1.3428 0.0051 2.6460  -0.525
C 1.2260 -3.2641 1.7946  -0.208
C -0.1727 -3.4158 2.2991  0.007
N -1.2079 -3.7401 2.6715  -0.503
H -1.1308 0.2989 -2.9929  0.327
H -0.2360 0.6921 -4.5105  0.332
H 0.6333 0.5712 -2.9247  0.254
H 0.5179 -3.6660 -1.5856  0.498
H 0.8678 -3.6916 -3.3095  0.356
H 2.9096 -2.7738 -3.0528  0.401
H 2.2608 -1.3579 -2.2177  0.247
H 2.6755 -3.9494 -0.6408  0.292
H 4.0263 -2.9500 -1.1138  0.378
H 2.8839 -0.9101 -0.1523  0.451
H 3.5194 -2.0290 1.0397  0.510
H 0.5380 -1.8969 0.1936  0.280
H 1.5829 -4.1614 1.2860  0.167
H 1.8295 -3.0597 2.6884  0.402
C -2.7736 -0.8167 5.9484  -0.414
C -1.7904 -0.6927 4.9752  -0.422
C -0.7156 0.1638 5.1772  0.024
C -0.6272 0.8997 6.3529  -0.505
C -1.6147 0.7821 7.3226  -0.421
C -2.6873 -0.0772 7.1209  -0.467
H -3.6075 -1.4897 5.7928  0.385
H -1.8615 -1.2660 4.0589  0.359
H 0.0525 0.2588 4.4185  0.303
H 0.2119 1.5665 6.5113  0.432
H -1.5484 1.3597 8.2366  0.411
H -3.4561 -0.1709 7.8778  0.377
C 3.7898 -4.2930 -7.1188  -0.612
C 2.7106 -3.6657 -6.5083  -0.159
C 2.2069 -2.4797 -7.0267  -0.375
C 2.7889 -1.9196 -8.1577  -0.431
C 3.8730 -2.5416 -8.7640  -0.490
C 4.3729 -3.7292 -8.2461  -0.377
H 4.1763 -5.2214 -6.7167  0.370
H 2.2581 -4.1025 -5.6260  0.388
H 1.3636 -1.9982 -6.5446  0.555
H 2.3965 -0.9968 -8.5666  0.384
H 4.3281 -2.1014 -9.6431  0.432
H 5.2156 -4.2158 -8.7212  0.378
C 2.6693 -3.6218 -12.3500  -0.348
C 2.3646 -3.8612 -13.6836  -0.427
C 1.4452 -4.8458 -14.0199  -0.436
C 0.8332 -5.5936 -13.0225  -0.320
C 1.1443 -5.3591 -11.6896  -0.599
C 2.0614 -4.3723 -11.3525  0.229
H 3.3819 -2.8496 -12.0874  0.297
H 2.8435 -3.2796 -14.4614  0.361
H 1.2054 -5.0306 -15.0595  0.352
H 0.1143 -6.3598 -13.2844  0.360
H 0.6711 -5.9454 -10.9119  0.368
H 2.3027 -4.1877 -10.3134  0.159
C 1.6899 5.8512 3.8245  -0.512
C 2.8581 5.2336 3.3961  -0.309
C 2.8755 3.8637 3.1643  -0.615
C 1.7255 3.1091 3.3631  0.011
C 0.5606 3.7277 3.7980  -0.518
C 0.5415 5.0968 4.0278  -0.382
H 1.6747 6.9196 4.0008  0.369
H 3.7557 5.8205 3.2435  0.370
H 3.7865 3.3830 2.8289  0.380
H 1.7296 2.0396 3.1845  0.489
H -0.3352 3.1395 3.9592  0.427
H -0.3697 5.5756 4.3665  0.441
C -3.8559 5.6249 6.9735  -0.575
C -2.4719 5.5752 7.0727  -0.368
C -1.7418 6.7499 7.2029  -0.521
C -2.3959 7.9746 7.2299  -0.295
C -3.7795 8.0245 7.1225  -0.535
C -4.5095 6.8501 6.9956  -0.265
H -4.4251 4.7087 6.8780  0.383
H -1.9613 4.6200 7.0488  0.528
H -0.6625 6.7103 7.2829  0.400
H -1.8273 8.8901 7.3339  0.375
H -4.2902 8.9798 7.1385  0.416
H -5.5889 6.8897 6.9140  0.459
C -9.1687 7.5023 4.5619  -0.372
C -7.7847 7.4524 4.6613  -0.445
C -7.0549 8.6263 4.7922  -0.263
C -7.7087 9.8511 4.8198  -0.457
C -9.0922 9.9015 4.7122  -0.355
C -9.8224 8.7274 4.5847  -0.381
H -9.7382 6.5865 4.4657  0.358
H -7.2738 6.4976 4.6371  0.404
H -5.9754 8.5864 4.8726  0.440
H -7.1398 10.7664 4.9242  0.361
H -9.6020 10.8566 4.7285  0.358
H -10.9012 8.7666 4.5029  0.353
C 4.4630 -6.9447 -0.0116  -0.452
C 4.0576 -6.2303 1.1083  -0.267
C 3.1498 -6.7900 1.9987  -0.378
C 2.6435 -8.0621 1.7681  -0.469
C 3.0434 -8.7729 0.6444  -0.378
C 3.9536 -8.2153 -0.2444  -0.402
H 5.1758 -6.5117 -0.7023  0.387
H 4.4511 -5.2364 1.2883  0.435
H 2.8361 -6.2337 2.8740  0.428
H 1.9373 -8.4982 2.4628  0.376
H 2.6456 -9.7628 0.4610  0.368
H 4.2663 -8.7713 -1.1191  0.374